Record 1
Here is C21H48ClNO2P3Sm as an isolated structure from the OMol25 dataset. Energies are from ωB97M-V with the def2-TZVPD basis set.

Geometry as XYZ:
```
77
Properties=species:S:1:pos:R:3:forces:R:3:mulliken_spin:R:1
C 0.191 0.137 -5.414 -1.72 -1.13 -0.69 -0.002
C 1.045 0.422 -4.235 5.62 1.59 -2.32 -0.017
H 0.812 -0.084 -6.308 0.10 0.34 0.79 0.000
H -0.479 0.974 -5.624 0.10 0.15 0.25 0.000
H -0.463 -0.726 -5.244 0.04 0.23 0.18 0.001
O 2.195 0.743 -4.313 -4.28 -0.99 1.04 -0.002
Cl -2.714 0.069 -2.959 0.54 0.04 0.11 -0.018
Sm -0.388 0.071 -1.776 -1.87 -0.18 1.19 5.064
P -0.120 2.827 -2.179 -0.29 1.70 -0.07 -0.016
C 1.339 3.680 -1.474 0.14 -0.05 0.01 0.002
C -0.477 3.637 -3.781 0.19 -0.22 -0.20 0.001
H -0.667 4.710 -3.617 0.16 -0.40 -0.17 0.000
H -1.462 4.674 -1.510 -0.24 -0.67 0.28 0.000
H -1.382 3.166 -4.198 0.23 0.22 0.14 0.001
H -2.490 3.183 -1.646 0.32 0.17 0.03 0.000
H 2.231 3.399 -2.051 -0.17 0.21 0.12 0.000
H 0.351 3.495 -4.487 -0.17 0.18 0.09 0.000
C -1.539 3.589 -1.268 0.03 0.27 0.22 -0.001
H 1.215 4.775 -1.481 0.05 -0.40 -0.04 0.000
H -1.515 3.454 -0.173 0.14 0.09 -0.72 0.000
H 1.495 3.339 -0.438 -0.09 0.17 -0.35 -0.001
P 0.002 -2.610 -2.314 -0.03 -1.42 0.21 -0.014
C 1.471 -3.405 -1.573 0.15 -0.12 -0.20 0.000
C -1.396 -3.278 -1.298 -0.04 0.26 0.02 0.001
H -1.212 -3.087 -4.335 0.20 -0.21 0.13 0.000
H -0.305 -4.543 -3.774 0.03 0.39 -0.12 0.000
H 0.548 -3.174 -4.590 -0.17 -0.27 0.07 0.000
C -0.266 -3.451 -3.907 0.13 0.20 -0.18 0.000
H -2.303 -2.664 -1.437 0.27 -0.33 -0.08 -0.001
H -1.595 -4.315 -1.623 0.03 0.41 0.21 0.000
H 1.394 -4.500 -1.673 0.17 0.39 0.06 0.000
H 1.577 -3.134 -0.513 -0.16 -0.06 -0.36 0.000
H -1.141 -3.252 -0.229 -0.02 -0.09 -0.43 0.000
H 2.362 -3.032 -2.101 -0.15 -0.32 0.13 0.000
C 2.172 0.219 -1.827 4.36 0.00 0.42 -0.002
O 3.321 0.277 -1.886 -3.78 -0.18 0.30 0.001
C 2.373 -0.371 3.662 -0.05 0.41 0.32 -0.001
C 2.051 -0.156 2.169 0.18 0.34 0.47 0.000
C 2.661 1.133 1.609 -0.19 0.69 0.68 0.000
C 2.730 -1.265 1.352 -0.31 -0.68 -0.13 0.000
P 0.012 -0.088 1.888 -1.88 -1.91 0.59 0.000
N -0.074 -0.255 0.311 0.97 0.20 -2.00 -0.013
C -0.789 -1.636 2.683 0.83 1.15 0.46 -0.003
C -0.773 -1.339 4.197 -0.13 -0.31 0.10 0.000
C -2.226 -1.824 2.178 0.17 0.04 -0.11 -0.002
C 0.048 -2.862 2.341 -0.12 -0.20 0.01 -0.002
C -1.450 1.344 2.180 1.62 0.31 0.21 0.009
C -2.233 1.430 3.488 0.47 0.12 0.15 0.000
C -0.537 2.569 2.002 -0.08 0.49 0.49 -0.003
C -2.466 1.277 1.051 -0.25 -0.48 -0.56 -0.001
H 3.470 -0.301 3.808 -0.51 0.05 -0.19 0.000
H 2.072 -1.364 4.036 0.15 0.45 -0.31 0.000
H 1.902 0.404 4.305 0.31 -0.42 -0.33 0.000
H 3.754 1.013 1.569 -0.29 -0.01 0.02 0.000
H 2.312 1.320 0.590 0.00 0.03 0.13 0.002
H 2.465 2.023 2.238 -0.02 -0.43 -0.34 0.000
H 3.816 -1.247 1.569 -0.55 0.23 -0.01 0.000
H 2.401 -2.287 1.573 0.02 0.37 0.02 0.000
H 2.602 -1.095 0.282 0.03 -0.06 0.11 0.001
H -1.436 -0.511 4.451 -0.02 -0.43 0.01 0.000
H -1.094 -2.240 4.738 0.09 0.29 0.03 0.000
H 0.215 -1.036 4.554 -0.23 -0.36 0.00 0.000
H -2.289 -1.719 1.092 0.01 -0.12 0.03 0.002
H -2.536 -2.844 2.445 -0.08 0.30 -0.04 0.000
H -2.932 -1.113 2.613 0.15 -0.23 0.02 0.000
H 0.300 -2.878 1.278 -0.06 -0.06 0.04 0.001
H 0.981 -2.907 2.907 -0.18 -0.05 0.03 0.000
H -0.539 -3.763 2.561 0.22 0.10 0.03 0.000
H -1.604 1.587 4.372 -0.13 -0.11 -0.20 0.000
H -2.867 2.311 3.393 -0.02 0.20 -0.01 0.001
H -2.918 0.601 3.646 0.13 -0.03 0.03 0.000
H 0.017 2.501 1.050 -0.14 0.13 0.38 0.004
H -1.166 3.475 1.995 0.28 -0.13 -0.08 0.001
H 0.190 2.692 2.841 -0.53 -0.19 -0.60 0.000
H -2.021 1.026 0.076 -0.18 0.27 0.30 0.010
H -3.279 0.556 1.207 0.37 0.11 0.12 0.000
H -2.952 2.255 0.956 0.16 -0.06 0.08 0.000
```
Forces are in eV/Å.

Results
net charge	+2
LUMO (alpha / beta)	-10.01 / -10.20	eV
multiplicity	6
<S²>	8.7718
frontier orbital gap (alpha / beta)	4.1 / 3.7	eV


Record 2
Here is C21H48CrN6O31S as an isolated structure from the OMol25 dataset. Energies are from ωB97M-V with the def2-TZVPD basis set.

Geometry as XYZ:
```
108
Properties=species:S:1:pos:R:3:forces:R:3:mulliken_spin:R:1
Cr -0.163 2.769 -1.333 -0.28 -3.05 1.57 3.727
S -0.501 -0.343 0.713 -0.02 -2.12 0.81 -0.005
O 0.709 -0.783 1.336 1.10 -1.74 0.67 0.016
O -0.635 1.037 1.032 -1.42 7.24 2.34 0.120
O -0.322 -0.106 -0.711 0.80 0.10 -5.67 0.105
O -1.702 -1.099 0.978 -0.12 -0.59 0.19 0.007
C -4.358 2.000 -7.381 -0.88 -0.69 -1.73 0.000
O -3.585 2.357 -6.263 1.83 -0.76 1.57 0.000
C -2.617 1.570 -5.626 -0.21 0.41 -1.12 0.001
O -1.898 2.040 -4.764 -1.32 -1.04 -1.09 0.005
O -2.560 0.322 -6.184 -0.96 2.44 -0.74 0.000
C -1.949 -0.735 -5.549 1.33 -1.56 2.18 0.000
H -5.395 1.738 -7.172 0.07 0.05 0.83 0.000
H -4.025 1.191 -8.031 0.73 -0.25 0.59 0.000
H -4.438 2.829 -8.084 0.35 0.49 0.47 0.000
H -2.550 -1.037 -4.692 -0.17 -0.25 -0.09 0.000
H -0.962 -0.564 -5.119 0.11 0.87 -0.09 0.000
H -1.748 -1.600 -6.181 -0.75 0.37 -0.56 0.000
C 5.531 4.713 -0.737 1.98 0.41 -3.05 0.000
O 5.313 5.052 0.574 -1.89 -1.04 1.60 0.000
C 4.090 4.648 1.099 0.16 -0.80 -1.32 0.003
O 3.201 4.064 0.474 1.91 1.45 1.21 0.006
O 4.052 4.913 2.381 -0.97 -0.46 0.08 0.000
C 4.997 5.730 3.075 0.03 0.72 -0.36 0.000
H 5.514 3.710 -1.164 -1.53 -0.60 1.05 0.000
H 6.598 4.804 -0.940 0.32 0.93 0.47 0.000
H 5.054 5.412 -1.424 -0.32 -0.16 0.03 0.000
H 4.995 6.725 2.630 -0.07 0.06 0.04 0.000
H 6.023 5.369 3.006 -0.23 -0.37 0.23 0.000
H 4.590 5.797 4.085 0.39 -0.17 -0.08 0.000
C -5.347 1.583 -0.893 0.15 -2.96 1.13 0.000
O -5.785 2.846 -1.160 0.27 3.47 -0.84 0.000
C -4.947 3.912 -1.106 1.26 0.75 -0.37 0.003
O -3.716 3.928 -0.944 -2.77 -0.47 -0.25 0.005
O -5.698 5.042 -1.336 0.17 -1.87 0.44 0.000
C -5.045 6.287 -1.285 1.09 1.10 -0.06 0.000
H -5.270 1.444 0.186 0.64 0.04 0.04 0.000
H -4.490 1.171 -1.426 0.44 0.82 0.07 0.001
H -6.131 0.871 -1.151 -0.40 0.41 -0.26 0.000
H -4.459 6.445 -0.379 -0.06 -0.37 0.13 0.000
H -5.743 7.122 -1.344 -0.55 -0.58 0.07 0.000
H -4.369 6.446 -2.125 0.10 -0.40 -0.13 0.000
C 3.745 -0.430 -3.075 -0.47 -0.17 1.51 -0.001
O 3.818 0.237 -4.306 0.15 0.77 -0.57 0.000
C 3.240 1.412 -4.425 -1.92 2.26 0.32 -0.001
O 2.572 2.084 -3.596 1.78 -2.11 -1.69 0.005
O 3.432 1.817 -5.701 0.84 -0.90 1.09 0.000
C 2.813 2.997 -6.129 -0.95 0.68 -0.23 0.000
H 2.795 -0.960 -3.006 0.17 -0.32 -0.09 0.000
H 3.735 0.269 -2.238 0.17 0.14 -0.08 0.001
H 4.612 -1.083 -2.980 -0.25 -0.01 -0.23 0.000
H 3.108 3.159 -7.166 -0.03 -0.20 0.12 0.000
H 3.059 3.896 -5.563 0.29 -0.24 0.27 0.000
H 1.736 2.851 -6.057 -0.11 0.20 -0.19 0.000
C 3.751 -7.638 -5.279 -0.47 1.03 -0.35 0.000
O 2.496 -6.883 -4.928 1.48 -1.36 0.00 0.000
C 2.420 -6.503 -3.664 0.46 0.01 3.54 0.000
O 3.277 -6.641 -2.740 -3.20 0.68 -3.57 0.000
O 1.129 -5.971 -3.514 2.28 -0.05 0.07 0.000
C 0.731 -5.451 -2.246 -1.29 -0.47 1.14 0.000
H 3.602 -8.192 -6.206 -0.70 0.22 0.11 0.000
H 4.097 -8.352 -4.531 -0.31 0.52 0.33 0.000
H 4.475 -6.858 -5.514 0.24 -0.25 0.39 0.000
H 1.413 -4.940 -1.565 0.74 -0.08 -0.82 0.000
H 0.275 -6.236 -1.643 0.42 -0.57 -0.01 0.000
H -0.143 -4.810 -2.355 0.33 0.36 -0.81 0.000
C -4.135 -5.397 0.778 -0.71 0.79 -0.58 0.000
N -5.286 -4.787 1.513 1.29 -0.93 2.51 0.000
O -6.293 -4.484 0.923 0.14 0.19 0.29 0.000
O -5.074 -4.758 2.748 -1.25 0.55 -1.95 0.000
H -3.282 -5.354 1.455 -0.19 -0.29 -0.37 0.000
H -4.035 -4.772 -0.109 0.35 -0.22 -0.02 0.000
H -4.498 -6.383 0.488 0.40 -0.04 0.12 0.000
C 3.901 -4.495 3.045 -0.98 -0.48 0.49 0.000
N 4.615 -5.163 4.162 2.13 -0.65 0.66 0.000
O 4.694 -4.638 5.254 -0.89 0.95 -0.19 0.000
O 5.184 -6.216 3.953 -0.37 -0.35 -0.99 0.000
H 3.271 -5.287 2.641 -0.33 0.24 0.13 0.000
H 4.521 -4.190 2.201 0.45 0.18 0.66 0.000
H 3.352 -3.715 3.572 -0.06 0.12 -0.74 0.000
C -0.652 -4.433 4.442 0.29 -0.18 -0.32 0.000
N -0.553 -5.853 4.761 2.02 -1.03 1.83 0.000
O 0.549 -6.382 4.986 -0.86 1.22 -0.68 0.000
O -1.577 -6.436 4.848 -2.19 -1.48 -0.11 0.000
H -0.061 -3.916 5.198 0.24 0.21 -0.66 0.000
H -1.704 -4.150 4.479 0.26 -0.08 -0.12 0.000
H -0.278 -4.523 3.423 0.25 1.40 -0.02 0.000
C 2.417 0.610 5.484 0.63 -0.50 -0.10 0.000
N 3.268 1.280 6.548 -0.09 0.94 -0.26 0.000
O 3.910 0.556 7.306 -0.91 1.20 -0.92 0.000
O 3.253 2.525 6.536 0.28 -2.07 0.42 0.000
H 3.038 -0.193 5.085 -0.10 -0.03 0.15 0.000
H 2.171 1.282 4.662 0.03 0.23 0.51 0.000
H 1.530 0.170 5.942 0.15 0.23 0.13 0.000
C -1.347 4.799 4.114 -1.08 0.12 -0.08 0.000
N -0.755 6.125 3.883 1.27 1.02 -0.60 0.000
O -0.944 6.742 2.845 -0.75 -0.68 0.05 0.000
O 0.023 6.516 4.720 0.06 -0.03 0.78 0.000
H -1.979 4.868 5.000 0.33 0.03 0.17 0.000
H -0.512 4.120 4.284 -0.34 -0.09 -0.26 0.000
H -2.028 4.611 3.284 0.52 -0.42 -0.09 0.000
C -4.043 0.309 4.866 -0.13 -0.84 -1.00 0.000
N -5.004 0.945 5.796 1.25 1.51 0.70 0.000
O -4.595 2.029 6.296 -1.64 -2.21 -0.78 0.000
O -6.012 0.316 6.062 0.66 1.12 0.05 0.000
H -3.522 -0.437 5.466 0.21 0.23 -0.09 0.000
H -3.387 0.994 4.330 -0.04 0.23 0.76 0.000
H -4.587 -0.228 4.089 -0.27 -0.05 0.30 0.000
```
Forces are in eV/Å.

Results
net charge	0
LUMO (alpha / beta)	-3.51 / -3.00	eV
multiplicity	5
<S²>	6.0782
frontier orbital gap (alpha / beta)	5.1 / 4.9	eV


no.,maximum force (hartree/bohr),total energy (a.u.)
1,0.122,-3175.77604
2,0.150,-4931.66285